Entry from OMol25: 4 unconnected molecules or ions with the total composition CH12N2O3 in a non-equilibrium geometry (ωB97M-V with the def2-TZVPD basis set).

Energy relative to the best compared isomer or geometry (same formula, charge and spin) ... 2.143 eV
E_LUMO ... 0.570 eV
HOMO ... -9.60 eV
SMILES ... NCN.O.O.O
HOMO-LUMO gap ... 10.174 eV

Last column: Mulliken charge in e.
Positions of all 18 atoms, in Å:
H  -3.27691  -5.77034  1.34248  0.313
H  -0.72867  2.73323  -2.90069  0.267
H  -0.25868  3.79960  -0.21918  0.353
H  0.21104  1.21034  -1.57764  0.184
H  1.27440  -1.02835  -1.54832  0.294
O  1.65429  -1.13433  -0.58948  -0.644
H  -2.02153  2.61964  -2.14151  0.250
H  2.12425  -0.35515  -0.32369  0.340
C  -0.13347  3.30273  -1.22763  -0.351
N  0.46605  1.94647  -0.83655  -0.551
H  2.24606  -1.69671  2.33723  0.321
H  2.57368  -2.05196  3.83513  0.323
H  -2.61925  -5.68159  2.65585  0.318
H  -0.18323  1.69423  -0.00763  0.235
O  -3.01661  -5.12395  1.97985  -0.632
H  0.83757  3.66542  -1.78125  0.248
O  2.08955  -1.40872  3.29387  -0.648
N  -1.23855  3.27945  -2.29083  -0.621

Force components x, y, z for each atom (eV/Å):
H -0.422 -0.480 -0.924
H 1.196 -0.941 -2.656
H -0.429 -0.038 -1.673
H 0.456 1.488 1.325
H 1.433 0.073 2.994
O -1.567 -1.014 -2.617
H 0.331 0.716 1.029
H 0.158 0.956 -0.331
C 2.475 -1.008 -1.024
N -3.404 -1.033 0.925
H -0.355 0.513 2.033
H -0.180 0.231 -0.330
H 0.106 0.243 0.246
H 1.600 -0.252 -1.620
O 0.311 0.237 0.675
H -2.355 0.542 0.940
O 0.500 -0.752 -1.758
N 0.145 0.521 2.766